# 1
{
  "formula": "C48H50N5O11S",
  "method": "ωB97M-V/def2-TZVPD",
  "total_energy_ev": -91385.220,
  "charge": 1,
  "multiplicity": 1,
  "lumo_energy_ev": -3.52,
  "homo_energy_ev": -11.17,
  "max_force_ev_per_a": 3.3,
  "symbols": ["C", "C", "O", "N", "C", "C", "C", "O", "O", "C", "N", "C", "O", "C", "C", "C", "O", "C", "C", "C", "N", "C", "C", "C", "C", "C", "C", "N", "N", "C", "S", "O", "O", "H", "H", "H", "H", "H", "H", "H", "H", "H", "H", "H", "H", "H", "H", "H", "H", "H", "H", "H", "H", "H", "H", "H", "H", "H", "H", "H", "H", "H", "H", "H", "H", "H", "H", "C", "C", "C", "C", "C", "C", "C", "O", "C", "C", "C", "C", "C", "C", "C", "O", "H", "H", "H", "H", "H", "H", "H", "H", "C", "C", "C", "C", "C", "C", "C", "O", "C", "C", "C", "C", "C", "C", "C", "O", "H", "H", "H", "H", "H", "H", "H", "H"],
  "xyz": [[2.928, 1.681, -0.575], [2.365, 1.792, 0.845], [1.059, 1.188, 0.800], [0.477, 1.138, 2.049], [0.116, 2.430, 2.636], [-0.387, 3.423, 1.556], [-0.839, 4.727, 2.252], [-1.585, 5.483, 1.678], [-0.326, 5.037, 3.503], [0.298, -0.042, 2.569], [-0.255, -0.214, 3.802], [0.622, -0.825, 4.807], [1.602, 0.020, 5.342], [1.077, 1.158, 6.005], [0.455, 0.875, 7.387], [1.239, -0.128, 8.233], [0.433, 2.107, 8.126], [1.168, -2.132, 4.213], [1.587, -2.060, 2.742], [3.045, -1.468, 2.522], [3.695, -1.023, 3.740], [4.637, -2.017, 4.280], [1.655, -3.451, 2.055], [1.533, -4.593, 2.797], [1.602, -5.817, 2.141], [1.796, -5.803, 0.781], [1.931, -4.586, 0.160], [1.872, -3.408, 0.750], [0.676, -1.227, 1.878], [-0.626, -1.924, 1.628], [-1.995, -0.818, 1.099], [-2.810, -0.502, 2.241], [-2.733, -1.581, 0.143], [3.234, 0.669, -0.830], [3.745, 2.404, -0.649], [2.154, 2.065, -1.249], [3.028, 1.364, 1.604], [2.318, 2.869, 1.058], [1.017, 2.862, 3.085], [-0.663, 2.387, 3.395], [-1.225, 3.023, 0.984], [0.415, 3.736, 0.882], [-0.714, 4.459, 4.171], [-0.854, 0.527, 4.136], [-0.026, -1.125, 5.643], [0.370, 1.743, 5.394], [1.925, 1.828, 6.182], [-0.597, 0.564, 7.311], [1.966, -0.717, 7.666], [0.545, -0.835, 8.698], [1.783, 0.371, 9.037], [-0.358, 2.591, 7.867], [1.988, -2.475, 4.848], [0.372, -2.867, 4.369], [3.680, -2.251, 2.085], [2.980, -0.698, 1.750], [4.205, -0.162, 3.594], [5.525, -2.072, 3.632], [4.124, -2.977, 4.368], [5.000, -1.698, 5.261], [1.370, -4.625, 3.866], [1.479, -6.743, 2.689], [1.850, -6.745, 0.250], [2.109, -4.590, -0.915], [-0.549, -2.621, 0.790], [-0.960, -2.486, 2.507], [-1.488, 0.305, 0.504], [-0.860, -8.488, -5.486], [0.254, -7.795, -5.021], [0.110, -6.522, -4.495], [-1.146, -5.930, -4.442], [-2.260, -6.617, -4.931], [-2.113, -7.901, -5.441], [-3.607, -5.983, -4.927], [-4.575, -6.581, -5.347], [-3.736, -4.595, -4.405], [-4.973, -3.963, -4.444], [-5.109, -2.677, -3.949], [-4.011, -2.019, -3.404], [-2.775, -2.642, -3.368], [-2.630, -3.926, -3.875], [-1.289, -4.569, -3.859], [-0.328, -3.993, -3.383], [-0.747, -9.487, -5.888], [1.234, -8.252, -5.068], [0.975, -5.986, -4.130], [-2.978, -8.438, -5.807], [-5.827, -4.476, -4.865], [-6.072, -2.185, -3.985], [-4.121, -1.016, -3.010], [-1.922, -2.127, -2.948], [-2.756, 6.664, -7.364], [-1.537, 6.255, -7.895], [-0.476, 5.962, -7.054], [-0.626, 6.088, -5.678], [-1.845, 6.522, -5.147], [-2.910, 6.798, -5.995], [-2.012, 6.710, -3.681], [-3.068, 7.081, -3.216], [-0.846, 6.438, -2.792], [-0.964, 6.661, -1.425], [0.107, 6.400, -0.589], [1.300, 5.906, -1.113], [1.424, 5.688, -2.475], [0.356, 5.961, -3.319], [0.515, 5.754, -4.787], [1.556, 5.325, -5.239], [-3.586, 6.884, -8.023], [-1.416, 6.163, -8.966], [0.470, 5.639, -7.466], [-3.857, 7.122, -5.583], [-1.891, 7.041, -1.017], [0.019, 6.579, 0.471], [2.136, 5.697, -0.455], [2.352, 5.309, -2.884]]
}

=====

# 2
{
  "formula": "C48H52Cl4CsF10N4Na2O20P",
  "method": "ωB97M-V/def2-TZVPD",
  "total_energy_ev": -193435.698,
  "multiplicity": 1,
  "lumo_energy_ev": -4.06,
  "homo_energy_ev": -4.99,
  "max_force_ev_per_a": 9.7,
  "symbols": ["C", "C", "C", "O", "C", "C", "C", "C", "C", "C", "C", "C", "O", "C", "C", "C", "C", "C", "F", "F", "C", "F", "F", "C", "F", "F", "C", "F", "F", "F", "C", "C", "C", "C", "O", "C", "C", "C", "C", "C", "P", "O", "O", "C", "C", "O", "C", "C", "C", "O", "H", "H", "H", "H", "H", "H", "H", "H", "H", "H", "H", "H", "H", "H", "H", "H", "H", "H", "H", "H", "H", "H", "H", "H", "H", "H", "H", "H", "H", "H", "H", "H", "H", "H", "H", "H", "H", "H", "C", "O", "O", "O", "H", "C", "Cl", "Cl", "Cl", "Cl", "C", "C", "C", "C", "C", "C", "N", "O", "O", "H", "H", "H", "H", "H", "Na", "Na", "C", "C", "C", "O", "C", "C", "C", "O", "O", "O", "H", "H", "H", "H", "N", "O", "O", "O", "Cs", "C", "O", "N", "N", "H", "H", "H", "H", "F"],
  "xyz": [[1.107, 9.910, -5.118], [-0.096, 8.812, -5.180], [0.452, 7.296, -5.260], [-0.319, 6.452, -4.350], [0.501, 5.350, -3.858], [1.178, 5.711, -2.456], [1.410, 7.223, -2.077], [2.043, 7.674, -0.717], [2.455, 6.564, 0.319], [2.205, 5.094, -0.070], [1.585, 4.623, -1.431], [1.413, 3.033, -1.673], [1.681, 2.512, -2.776], [0.925, 2.213, -0.370], [1.506, 2.699, 0.986], [1.067, 1.971, 2.287], [0.047, 0.779, 2.314], [-0.446, 0.053, 3.642], [-0.023, -1.323, 3.574], [-1.867, 0.192, 3.777], [0.181, 0.650, 4.994], [1.645, 0.646, 4.970], [-0.165, -0.292, 6.030], [-0.437, 2.061, 5.456], [-1.544, 1.741, 6.316], [-0.975, 2.839, 4.409], [0.546, 2.984, 6.320], [-0.190, 4.173, 6.637], [1.681, 3.439, 5.594], [0.910, 2.387, 7.559], [-0.507, 0.291, 0.918], [-1.545, -0.919, 0.761], [-3.075, -0.527, 1.062], [-3.460, 1.005, 0.752], [-4.891, 1.026, 0.440], [-5.112, 0.777, -0.975], [-0.056, 1.015, -0.403], [-0.571, 0.547, -1.868], [0.508, -0.588, -2.331], [-0.106, -1.668, -3.346], [0.888, -3.298, -3.216], [2.009, -3.204, -2.139], [1.715, -3.647, -4.690], [2.925, -4.429, -4.352], [3.537, -5.200, -5.617], [-0.229, -4.526, -2.809], [-0.249, -4.799, -1.380], [-1.793, -5.192, -1.022], [2.564, 3.918, 0.973], [3.584, 3.903, 1.693], [1.419, 10.148, -4.036], [0.679, 10.877, -5.551], [1.985, 9.598, -5.776], [-0.774, 8.961, -6.090], [-0.726, 9.012, -4.231], [0.526, 6.885, -6.324], [1.533, 7.307, -4.837], [-0.250, 4.489, -3.670], [1.238, 4.974, -4.645], [1.100, 8.086, -2.775], [2.182, 8.803, -0.447], [2.899, 6.796, 1.347], [1.527, 2.379, 3.261], [-1.530, -1.381, -0.299], [-1.223, -1.763, 1.470], [-3.433, -0.754, 2.123], [-3.722, -1.189, 0.366], [-3.371, 1.597, 1.741], [-2.823, 1.490, -0.061], [-4.225, 1.114, -1.630], [-6.112, 1.217, -1.347], [-5.213, -0.363, -1.121], [-0.566, 1.434, -2.602], [-1.643, 0.154, -1.848], [1.452, -0.133, -2.787], [0.831, -1.096, -1.342], [0.094, -1.280, -4.412], [-1.232, -1.827, -3.237], [3.751, -3.713, -3.977], [2.682, -5.241, -3.566], [4.123, -4.442, -6.239], [2.786, -5.822, -6.206], [4.323, -5.949, -5.214], [0.000, -3.904, -0.716], [0.414, -5.713, -1.201], [-2.137, -6.092, -1.628], [-1.813, -5.365, 0.119], [-2.401, -4.246, -1.217], [5.149, 2.319, 5.384], [5.041, 1.495, 4.427], [4.293, 2.007, 6.394], [5.877, 3.313, 5.530], [3.961, 1.243, 5.899], [-7.603, -2.961, -0.747], [-8.925, -1.809, -0.512], [-8.262, -4.539, -1.219], [-6.520, -2.370, -2.020], [-6.693, -3.129, 0.780], [7.731, 4.480, 7.781], [8.386, 4.379, 9.005], [9.775, 4.318, 9.050], [10.500, 4.364, 7.860], [9.850, 4.458, 6.631], [8.460, 4.515, 6.595], [11.964, 4.326, 7.904], [12.500, 4.224, 9.000], [12.568, 4.402, 6.843], [6.648, 4.533, 7.750], [7.813, 4.350, 9.926], [10.273, 4.239, 10.010], [10.406, 4.490, 5.700], [7.944, 4.591, 5.645], [3.137, 9.224, 1.135], [2.426, -1.005, 4.796], [1.072, -9.421, -6.215], [0.535, -10.273, -7.102], [-0.844, -10.062, -7.640], [-1.303, -10.837, -8.454], [-1.602, -8.905, -7.146], [-1.062, -8.065, -6.263], [0.322, -8.260, -5.747], [0.787, -7.452, -4.948], [-1.758, -6.985, -5.792], [1.220, -11.348, -7.538], [2.069, -9.559, -5.818], [-2.606, -8.771, -7.528], [-1.150, -6.538, -5.171], [0.625, -11.804, -8.180], [-9.894, -0.826, -3.876], [-10.882, -0.260, -4.373], [-9.898, -2.064, -3.715], [-8.894, -0.156, -3.533], [-6.377, -2.497, 2.982], [-10.305, -5.530, 6.390], [-9.552, -4.716, 5.873], [-11.640, -5.544, 6.159], [-9.873, -6.494, 7.241], [-12.267, -6.207, 6.578], [-12.008, -4.846, 5.533], [-8.888, -6.523, 7.443], [-10.483, -7.166, 7.669], [1.087, -11.344, -9.903]]
}

=====

# 3
{
  "formula": "C48H52Cl4N4O4",
  "method": "ωB97M-V/def2-TZVPD",
  "total_energy_ev": -114849.764,
  "charge": 1,
  "multiplicity": 2,
  "s_squared": 0.777,
  "lumo_energy_ev": [-5.08, -8.14],
  "homo_energy_ev": [-11.36, -11.36],
  "max_force_ev_per_a": 3.3,
  "symbols": ["Cl", "C", "C", "Cl", "H", "H", "H", "H", "Cl", "C", "C", "Cl", "H", "H", "H", "H", "C", "C", "C", "C", "N", "H", "H", "H", "H", "H", "H", "H", "C", "C", "C", "C", "N", "H", "H", "H", "H", "H", "H", "H", "C", "C", "C", "C", "N", "H", "H", "H", "H", "H", "H", "H", "C", "C", "C", "C", "N", "H", "H", "H", "H", "H", "H", "H", "C", "C", "C", "C", "C", "C", "C", "O", "C", "C", "C", "C", "C", "C", "C", "O", "H", "H", "H", "H", "H", "H", "H", "H", "C", "C", "C", "C", "C", "C", "C", "O", "C", "C", "C", "C", "C", "C", "C", "O", "H", "H", "H", "H", "H", "H", "H", "H"],
  "xyz": [[10.368, 37.317, 17.210], [9.068, 36.234, 17.628], [8.085, 36.266, 16.456], [8.663, 35.545, 14.889], [8.636, 36.600, 18.559], [9.317, 35.176, 17.709], [7.727, 37.263, 16.201], [7.166, 35.698, 16.605], [5.159, 37.138, 18.327], [4.248, 35.880, 19.135], [4.406, 34.569, 18.524], [6.068, 33.938, 18.723], [3.235, 36.282, 19.116], [4.556, 35.803, 20.177], [4.211, 34.581, 17.451], [3.653, 33.971, 19.036], [3.718, 24.457, 16.924], [4.763, 23.986, 17.967], [6.209, 24.480, 17.703], [6.448, 25.879, 17.670], [6.655, 27.008, 17.536], [3.680, 25.537, 16.787], [2.731, 24.153, 17.274], [3.911, 23.931, 15.989], [4.668, 22.906, 18.075], [4.586, 24.316, 18.991], [6.559, 24.163, 16.720], [6.898, 24.081, 18.447], [6.408, 32.816, 15.374], [5.986, 31.512, 16.086], [7.122, 30.548, 16.442], [8.036, 31.035, 17.426], [8.804, 31.279, 18.264], [7.051, 32.681, 14.504], [6.950, 33.437, 16.087], [5.594, 33.420, 14.972], [5.282, 31.007, 15.425], [5.523, 31.823, 17.023], [7.709, 30.261, 15.569], [6.614, 29.684, 16.871], [5.051, 36.409, 14.289], [3.614, 36.082, 13.991], [2.578, 37.209, 14.238], [2.406, 37.600, 15.644], [2.317, 37.856, 16.779], [5.499, 37.098, 13.573], [5.748, 35.571, 14.270], [5.062, 36.881, 15.271], [3.248, 35.291, 14.644], [3.537, 35.608, 13.012], [1.678, 36.976, 13.670], [2.922, 38.128, 13.764], [0.943, 33.779, 14.471], [-0.057, 32.667, 14.889], [0.590, 31.342, 15.402], [1.812, 31.696, 16.178], [2.742, 32.021, 16.817], [1.841, 33.424, 13.965], [1.177, 34.354, 15.367], [0.495, 34.441, 13.730], [-0.673, 32.586, 13.994], [-0.697, 33.137, 15.636], [0.796, 30.720, 14.531], [-0.060, 30.831, 16.111], [4.359, 28.223, 13.164], [2.981, 28.118, 13.060], [2.141, 29.139, 12.538], [2.729, 30.381, 12.175], [4.122, 30.539, 12.242], [4.865, 29.446, 12.769], [4.840, 31.807, 11.823], [6.083, 31.870, 11.900], [3.949, 32.838, 11.164], [4.583, 33.900, 10.559], [3.812, 34.834, 9.927], [2.401, 34.757, 9.890], [1.811, 33.623, 10.479], [2.590, 32.667, 11.113], [1.810, 31.499, 11.668], [0.571, 31.437, 11.746], [5.034, 27.466, 13.535], [2.471, 27.207, 13.336], [1.086, 28.920, 12.458], [5.936, 29.531, 12.870], [5.662, 33.934, 10.546], [4.326, 35.607, 9.375], [1.820, 35.583, 9.510], [0.731, 33.608, 10.474], [10.038, 26.802, 19.479], [10.047, 28.212, 19.391], [10.726, 28.962, 20.319], [11.386, 28.273, 21.377], [11.425, 26.839, 21.464], [10.846, 26.115, 20.432], [11.958, 26.163, 22.695], [11.665, 24.958, 22.818], [12.764, 27.054, 23.668], [13.522, 26.504, 24.704], [14.294, 27.280, 25.521], [14.471, 28.630, 25.313], [13.717, 29.228, 24.274], [12.835, 28.423, 23.500], [11.949, 29.116, 22.486], [11.778, 30.347, 22.424], [9.442, 26.206, 18.804], [9.513, 28.735, 18.612], [10.771, 30.039, 20.238], [10.869, 25.036, 20.390], [13.543, 25.426, 24.752], [14.946, 26.848, 26.265], [15.203, 29.144, 25.919], [13.792, 30.296, 24.135]]
}